[1]
{"formula": "C3H4N2O2", "method": "ωB97M-V/def2-TZVPD", "spin_multiplicity": 1, "smiles": "Cn1ncc(=O)o1", "de_lowest_ev": 3.915, "homo_lumo_gap_ev": 10.0, "species": ["O", "O", "N", "N", "C", "C", "C", "H", "H", "H", "H"], "xyz": [[-2.7693, -0.6827, -0.0582], [-0.6215, -1.0013, -0.2221], [0.0738, 1.1117, -0.2794], [0.3779, -0.1439, -0.6009], [-1.7179, -0.1557, -0.0814], [-1.1531, 1.1674, 0.0455], [1.6480, -0.5022, 0.1284], [1.5044, -0.4215, 1.2289], [-1.7678, 2.0895, 0.1039], [2.5001, 0.1291, -0.1208], [1.9255, -1.5902, -0.1438]]}


[2]
{"formula": "C31H31BrN4O3Sr", "method": "ωB97M-V/def2-TZVPD", "spin_multiplicity": 1, "de_lowest_ev": 1.036, "homo_lumo_gap_ev": 5.9, "species": ["Sr", "Br", "O", "O", "O", "N", "N", "N", "N", "C", "C", "C", "C", "C", "C", "C", "C", "C", "C", "C", "C", "C", "C", "C", "C", "C", "C", "C", "C", "C", "C", "C", "C", "C", "C", "C", "C", "C", "C", "C", "H", "H", "H", "H", "H", "H", "H", "H", "H", "H", "H", "H", "H", "H", "H", "H", "H", "H", "H", "H", "H", "H", "H", "H", "H", "H", "H", "H", "H", "H", "H"], "xyz": [[-0.4816, -0.6862, 0.5217], [2.5826, -2.7860, 7.4555], [2.1515, -0.5668, -0.5013], [0.9775, -1.9775, 1.7405], [-1.8029, 0.5857, -6.4892], [0.2552, 0.7331, 2.5274], [-1.0303, -1.3119, -5.5217], [0.0057, 1.9841, 0.0395], [-2.0212, 0.2192, -1.7570], [2.0335, -3.5942, 4.7677], [-1.6318, -0.1805, -2.9661], [3.2329, 1.5572, -0.2712], [-0.0046, 2.1199, 2.4572], [2.0475, -2.5119, 5.6598], [-2.0019, -3.1743, -1.3822], [-0.1319, 2.7412, 1.1641], [2.7707, 0.4861, -1.2352], [1.2677, -2.1439, 2.9578], [-0.3683, 4.1342, 1.0945], [-2.6685, -2.5787, 0.7124], [-0.5444, 4.8899, 2.2751], [1.6820, -1.2674, 5.2265], [2.4070, -1.8668, -1.0521], [1.5540, -2.1806, -2.2601], [-0.4097, 4.7355, -0.1849], [-1.6312, -0.0915, -5.4943], [-1.1375, -3.7918, -0.4644], [-2.9150, 1.2069, -1.7077], [1.6689, -3.4190, 3.4615], [-2.9509, -2.4310, -0.6669], [-3.0080, 1.4229, -4.0775], [-0.0406, 2.5832, -1.1243], [-0.2285, 3.9672, -1.2963], [-0.4851, 4.2724, 3.4875], [-1.5533, -3.4459, 0.8256], [-3.4378, 1.8330, -2.8289], [0.9000, 0.2934, 3.5649], [-0.2211, 2.8928, 3.5768], [-2.0940, 0.3799, -4.1484], [1.2527, -1.0576, 3.8990], [3.5097, 2.4658, -0.8100], [-0.7360, 5.9523, 2.1910], [-1.9684, -3.2922, -2.4611], [-0.6421, 4.8345, 4.3987], [2.2096, -2.5629, -0.2378], [-0.9171, -0.9925, -2.9787], [2.3249, -4.5759, 5.1197], [-0.2477, 4.3832, -2.2937], [1.6649, -1.4347, -3.0505], [-1.1009, -3.7660, 1.7527], [1.2744, 1.0241, 4.2878], [4.0983, 1.2098, 0.2931], [3.4694, -1.9276, -1.3109], [3.6324, 0.0860, -1.7793], [-0.5826, 5.8022, -0.2602], [-3.3647, 1.8778, -4.9919], [-0.2097, 2.4315, 4.5545], [2.4469, 1.8051, 0.4387], [-4.1633, 2.6258, -2.7100], [-0.3107, -4.4448, -0.7102], [1.6697, -4.2497, 2.7678], [1.8450, -3.1482, -2.6756], [-3.2843, -2.2375, 1.5352], [-3.2319, 1.5218, -0.7181], [-1.1448, -1.9614, -4.7625], [-0.8158, -1.6853, -6.4315], [-3.7572, -1.8422, -1.0818], [1.7022, -0.4285, 5.9126], [2.0803, 0.8863, -1.9859], [0.0604, 1.9511, -2.0006], [0.4996, -2.2820, -1.9869]]}


[3]
{"formula": "C2H6INOS", "method": "ωB97M-V/def2-TZVPD", "spin_multiplicity": 1, "smiles": "CCN(I)OS", "de_lowest_ev": 2.232, "homo_lumo_gap_ev": 8.3, "species": ["I", "S", "O", "N", "C", "C", "H", "H", "H", "H", "H", "H"], "xyz": [[2.1078, 1.7064, 0.3816], [-0.3642, 2.2422, -1.8229], [-0.6643, 1.4284, -0.4279], [0.2995, 0.4600, -0.3354], [-0.3893, -1.8202, 0.1105], [-0.0852, -0.4155, 0.7328], [-0.8294, 0.2653, 1.2348], [-1.0812, -1.7665, -0.7703], [0.5158, -2.2770, -0.1645], [0.7714, -0.4955, 1.4296], [-0.9494, -2.4029, 0.8283], [0.6684, 3.0753, -1.1966]]}


[4]
{"formula": "C3H8FO3STl", "method": "ωB97M-V/def2-TZVPD", "charge": 2, "spin_multiplicity": 1, "de_lowest_ev": 0.000, "homo_lumo_gap_ev": 4.0, "species": ["Tl", "S", "F", "O", "O", "O", "C", "C", "C", "H", "H", "H", "H", "H", "H", "H", "H"], "xyz": [[-2.7309, -1.4283, -2.8686], [0.5492, 0.7404, -1.1566], [-2.6830, -1.6686, -0.1134], [-0.6771, -0.0163, -1.4044], [0.6114, 1.1037, 0.4605], [0.8670, 1.9574, -1.8230], [0.2353, 0.1638, 1.4532], [2.0239, -0.3964, -1.2583], [-1.2338, 0.4940, 1.7895], [2.4214, -0.3958, -2.2722], [-1.4739, 1.5430, 1.9659], [0.3041, -0.8244, 0.9993], [2.7501, -0.2391, -0.4643], [1.5953, -1.3864, -1.0804], [-1.8308, 0.2662, 0.8897], [0.8727, 0.2983, 2.3379], [-1.6010, -0.2114, 2.5451]]}


[5]
{"formula": "C3H8NO", "method": "ωB97M-V/def2-TZVPD", "charge": 1, "spin_multiplicity": 1, "de_lowest_ev": 4.192, "homo_lumo_gap_ev": [9.3, 8.3], "species": ["O", "N", "C", "C", "C", "H", "H", "H", "H", "H", "H", "H", "H"], "xyz": [[-2.4846, -0.5523, -0.4248], [0.2815, -0.0790, -0.6718], [-2.5301, 0.3439, 0.3060], [1.1230, -1.0106, 0.2822], [-0.0658, 1.1428, 0.0051], [0.4876, -1.4502, 1.0849], [-0.7161, -0.4623, -0.8045], [1.7266, -0.3070, 0.7374], [-3.2377, 0.8148, 1.0490], [0.8923, -0.1504, -1.5260], [1.5889, -1.7709, -0.4448], [0.3544, 1.5763, 0.9185], [-0.3989, 1.7925, -0.7813]]}


[6]
{"formula": "C5H8N2S2", "method": "ωB97M-V/def2-TZVPD", "spin_multiplicity": 1, "smiles": "NS[C@H]1C=CN=C(S)C1", "de_lowest_ev": 1.306, "homo_lumo_gap_ev": 8.8, "species": ["S", "S", "N", "N", "C", "C", "C", "C", "C", "H", "H", "H", "H", "H", "H", "H", "H"], "xyz": [[-1.3228, -0.3884, 1.5804], [0.6007, 2.6034, -1.7897], [-0.5321, 0.4483, 2.9009], [-0.3321, 0.1931, -2.1522], [-0.6058, -1.1075, -1.7608], [0.8238, 0.4450, 0.0369], [-0.2740, -1.6476, -0.5884], [0.2319, 0.9364, -1.2708], [0.1603, -0.8835, 0.5224], [-1.0131, -1.7026, -2.5431], [-0.3070, -0.1975, 3.6602], [-0.9423, 1.3850, 2.9993], [-0.5479, -2.6753, -0.5620], [0.7772, -1.2323, 1.3805], [0.6250, 2.4740, -3.1370], [0.8562, 1.0529, 1.0040], [1.8020, 0.2964, -0.2806]]}


[7]
{"formula": "C11H20FN2O6", "method": "ωB97M-V/def2-TZVPD", "charge": 1, "spin_multiplicity": 1, "homo_lumo_gap_ev": 9.6, "species": ["F", "O", "O", "O", "O", "O", "O", "N", "N", "C", "C", "C", "C", "C", "C", "C", "C", "C", "C", "C", "H", "H", "H", "H", "H", "H", "H", "H", "H", "H", "H", "H", "H", "H", "H", "H", "H", "H", "H", "H"], "xyz": [[-3.4523, 1.6272, 0.8903], [-5.5694, -1.7890, -0.8607], [-6.9137, -3.2675, 0.1961], [-7.2686, -1.1627, 0.4924], [6.4810, 2.2717, 0.2690], [8.1780, 0.9788, -0.0518], [6.2400, 0.0583, 0.6557], [1.8377, 0.2878, 0.1575], [-0.0904, 0.9564, -0.3165], [5.1262, 2.4182, 0.6600], [0.5196, 0.6685, -1.5194], [-6.1705, -4.3312, -0.4026], [-6.4946, -2.0491, -0.1302], [-2.4003, 0.7626, 0.6737], [1.7595, 0.2341, -1.1930], [8.7752, -0.3236, -0.0438], [-6.9311, 0.1966, 0.2208], [-1.4635, 1.4813, -0.3018], [6.9099, 1.0059, 0.3231], [0.7164, 0.7382, 0.7049], [0.0756, 0.7852, -2.4917], [-7.0430, 0.4171, -0.8396], [0.4786, 0.9058, 1.7415], [-6.2430, -4.2875, -1.4879], [-1.4997, 2.5506, -0.0789], [-1.8789, 1.3641, -1.3023], [2.5412, -0.0756, -1.8664], [9.8041, -0.2023, -0.3685], [2.6668, 0.0393, 0.6856], [8.2607, -0.9858, -0.7377], [-5.1283, -4.2964, -0.0885], [4.4779, 1.8449, -0.0061], [-2.8364, -0.1540, 0.2660], [-7.6200, 0.8210, 0.7827], [-5.9155, 0.4136, 0.5496], [4.9866, 2.1025, 1.6942], [-6.6122, -5.2612, -0.0567], [-1.9415, 0.5273, 1.6404], [8.7678, -0.7425, 0.9606], [4.8700, 3.4712, 0.5796]]}


[8]
{"formula": "C17H12F6N3O7PtS2", "method": "ωB97M-V/def2-TZVPD", "charge": -1, "spin_multiplicity": 1, "de_lowest_ev": 1.240, "homo_lumo_gap_ev": 7.5, "species": ["Pt", "S", "S", "F", "F", "F", "F", "F", "F", "O", "O", "O", "O", "O", "O", "O", "N", "N", "N", "C", "C", "C", "C", "C", "C", "C", "C", "C", "C", "C", "C", "C", "C", "C", "C", "C", "H", "H", "H", "H", "H", "H", "H", "H", "H", "H", "H", "H"], "xyz": [[-0.5761, -0.0528, 0.0577], [-1.2304, 1.3808, -2.5348], [-1.3674, -1.3279, -2.5761], [-1.7924, -3.7985, -2.0583], [-2.1438, -2.5877, -0.3087], [-3.5065, 2.6354, -2.0749], [-2.1056, 2.7855, -0.4291], [-3.5848, -2.5957, -1.9191], [-1.7381, 3.8726, -2.2531], [-5.4664, 0.3310, 0.6511], [0.1070, 1.5612, -2.0359], [1.4496, -0.3134, 0.2568], [-1.4219, 1.6022, -3.9391], [-1.7893, -1.5931, -3.9203], [0.0206, -1.5291, -2.2554], [-2.5482, 0.2989, 0.5923], [-0.3013, 0.0601, 2.0314], [1.0286, 0.0709, 2.4591], [-1.9852, 0.0490, -1.9737], [5.1613, 0.0268, 3.2421], [-3.2115, 0.0785, 1.6827], [1.8289, -0.0932, 1.4588], [3.7941, -0.0112, 3.0230], [-2.2831, -2.6333, -1.6272], [-4.6472, 0.0881, 1.7141], [5.5474, -0.0342, 0.8712], [-2.5701, -0.1042, 2.9186], [6.0422, 0.0171, 2.1661], [-4.6450, -0.2337, 4.1296], [-5.3138, -0.0497, 2.9124], [4.1780, -0.0764, 0.6497], [-2.2168, 2.7319, -1.7455], [-3.2784, -0.2650, 4.1227], [3.2961, -0.0586, 1.7236], [-5.0840, -0.0423, -0.6691], [-1.1476, -0.1051, 2.9818], [-5.2030, -0.3507, 5.0488], [-4.8599, -1.1062, -0.7154], [3.7670, -0.1206, -0.3503], [-2.7199, -0.3865, 5.0442], [-5.9532, 0.1724, -1.2886], [3.0924, -0.0017, 3.8459], [-6.3951, 0.0002, 2.8757], [7.1113, 0.0444, 2.3377], [6.2296, -0.0403, 0.0302], [5.5465, 0.0640, 4.2536], [-4.2284, 0.5123, -1.0235], [-0.7002, -0.2560, 3.9598]]}


Quick rundown of electronic energy, same order as above: -376.61991, -4249.46446, -905.53180, -1014.36549, -248.68186, -1101.13808, -1091.73414, -2860.87565 Ha